[1]
49
Properties=species:S:1:pos:R:3 method="wB97M-V/def2-TZVPD" lumo_energy_ha="-0.114 / -0.227" charge=+1 multiplicity=5 e_homo_ev="-11.31 / -12.04" s_squared=6.0159 orbital_gap_ha="0.3020 / 0.2158"
Pd 0.0069 -0.1679 0.0923
Cl 1.9300 0.9977 -1.4064
P 0.1230 0.3508 -3.7095
O -1.1030 2.5253 1.4219
O -1.7135 2.1218 3.5012
N -1.3706 1.7947 2.3786
C -3.4143 0.2457 -5.9358
C -1.0380 -1.4943 1.1809
C 0.4506 -2.0956 -0.5036
C 1.1932 -0.7224 -4.7617
C -2.1496 -1.2278 -3.9204
C 1.2073 -1.7674 0.6581
C -0.0789 3.0892 -3.8300
C 0.7693 -1.4359 -5.8970
C 1.2692 3.4712 -6.2490
C 0.0404 4.3703 -4.3630
C 0.7221 4.5623 -5.5692
C 1.1356 2.1782 -5.7291
C -3.4000 -1.6224 -4.3907
C 3.4516 -1.5418 -5.0836
C 0.2965 -1.4125 1.7060
C 1.6960 -2.1835 -6.6296
C 2.5312 -0.8087 -4.3405
C -4.0301 -0.8909 -5.4042
C -2.1722 0.6657 -5.4462
C 0.4304 1.9796 -4.5311
C 3.0327 -2.2350 -6.2242
C -1.5232 -0.0794 -4.4494
C -0.9404 -1.9520 -0.1834
H 0.8354 -2.4194 -1.4657
H 1.8069 3.6232 -7.1873
H -1.7615 -2.1554 -0.8610
H -5.0051 -1.2059 -5.7744
H -3.8989 0.8151 -6.7309
H 0.5101 -1.2404 2.7638
H -1.7043 1.5657 -5.8461
H -0.2749 -1.4050 -6.2091
H -1.6425 -1.8034 -3.1443
H 3.7511 -2.8229 -6.7941
H 4.4942 -1.5706 -4.7653
H 2.2938 -1.8379 0.7125
H 2.8198 -0.2935 -3.4221
H -3.8820 -2.5030 -3.9614
H 0.8329 5.5684 -5.9723
H -0.5461 2.9270 -2.8585
H -0.3967 5.2145 -3.8283
H 1.5773 1.3310 -6.2546
H 1.3678 -2.7269 -7.5179
H -1.9566 -1.3289 1.7402



[2]
13
Properties=species:S:1:pos:R:3 method="wB97M-V/def2-TZVPD" lumo_energy_ha=0.028 charge=0 multiplicity=1 e_homo_ev=-8.16 orbital_gap_ha=0.3275
Cl -3.6440 1.0329 -0.8274
N 2.5492 -0.4352 -0.4808
N 1.1552 -0.2677 -0.3918
N -0.5596 -0.2949 1.2137
C -1.5513 -0.1089 0.2520
C 0.6520 -0.5013 0.8303
C -2.3910 0.8826 0.3151
H -2.4535 1.6392 1.0943
H 0.6939 0.4243 -0.9652
H -1.5137 -0.7403 -0.6382
H 1.4184 -0.9519 1.5025
H 2.7579 -1.1626 -1.1745
H 2.8863 0.4836 -0.7301



[3]
71
Properties=species:S:1:pos:R:3 method="wB97M-V/def2-TZVPD" lumo_energy_ha="0.009 / 0.009" charge=0 multiplicity=5 e_homo_ev="-7.30 / -7.31" s_squared=6.0037 orbital_gap_ha="0.2776 / 0.2777"
Ho -0.5828 -0.0785 0.2823
Cl 0.4863 1.7479 1.7892
S 0.1719 -2.6299 2.2070
O 0.8305 -3.8950 1.9970
O -1.9274 -1.3315 -0.9484
O -2.1659 0.0210 1.7745
O 0.7255 -1.5828 1.2700
O 0.5715 0.1391 -1.6155
O -1.2898 -2.5311 2.2130
O -1.8963 1.6450 -0.6176
N -0.6434 -2.9900 -1.8313
N -2.5216 -0.0766 3.9464
N -2.9947 2.5089 -2.3694
C 0.4710 -3.2668 -2.7219
C 2.8885 -1.2105 -1.3854
C -1.6926 0.0595 2.9407
C -2.1473 1.6259 -1.8526
C 3.9788 0.6401 -2.5322
C -3.4989 3.6074 -1.5427
C 2.7176 1.9751 0.2943
C 2.8683 2.9120 1.4883
C 5.1766 -1.4262 -2.1440
C 5.1355 -0.1225 -2.6543
C -2.0437 -0.4098 5.2606
C 2.8754 0.0944 -1.8923
C 0.7197 -2.2631 4.0035
C 1.8043 2.1047 -0.7012
C -1.3217 -1.8544 -1.9287
C 4.0527 -1.9700 -1.5120
C -3.3963 2.4316 -3.7564
C -0.9073 -3.9485 -0.7511
C -3.9547 0.0697 3.7066
C 1.6507 0.9798 -1.7487
C 0.7159 3.1514 -0.8108
H -4.4878 2.3413 -3.8212
H 3.3734 1.0894 0.3236
H 1.3433 -3.5442 -2.1132
H 0.9949 -1.2225 4.2517
H 3.9128 1.6663 -2.9050
H 6.0868 -2.0224 -2.2415
H 1.0264 4.0828 -0.3249
H 1.9975 -1.6189 -0.8986
H -2.9168 1.5514 -4.2062
H -3.4021 4.5339 -2.1198
H -1.3446 -1.3681 -2.9172
H -0.0673 -2.5984 4.7085
H 6.0003 0.3058 -3.1566
H -0.9740 -0.6506 5.1926
H -4.1403 0.2232 2.6385
H -2.9166 3.6667 -0.6162
H 1.5958 -2.9027 4.2082
H -3.0737 3.3433 -4.2750
H 1.4456 1.5080 -2.6922
H 2.1272 3.7253 1.4658
H -1.1824 -4.9141 -1.1995
H 0.0154 -4.0745 -0.1677
H -4.5600 3.4379 -1.3126
H 0.2140 -4.1013 -3.3879
H -1.7041 -3.5708 -0.1001
H -0.6156 0.2731 3.1709
H -4.4646 -0.8288 4.0682
H 0.4715 3.2944 -1.8755
H -2.1947 0.4490 5.9232
H -1.6652 0.9133 -2.5645
H 0.6907 -2.3629 -3.3055
H -4.3127 0.9300 4.2851
H -0.2337 2.8520 -0.3328
H 4.0635 -2.9833 -1.1093
H 3.8703 3.3501 1.4710
H 2.7743 2.3750 2.4477
H -2.6038 -1.2753 5.6311



[4]
12
Properties=species:S:1:pos:R:3 method="wB97M-V/def2-TZVPD" lumo_energy_ha=0.039 charge=0 multiplicity=1 smiles=Cc1ccoc1 e_homo_ev=-8.61 orbital_gap_ha=0.3558
O -1.2602 1.6113 0.0633
C 0.0144 1.2330 -0.2970
C -1.7737 0.4775 0.6077
C 0.2639 -0.0727 -0.0919
C -0.8959 -0.5526 0.5860
C 1.5526 -0.8032 -0.4139
H -2.9333 0.6362 0.6989
H -1.0263 -1.5549 0.9253
H 0.5255 2.0520 -0.7456
H 2.2783 -0.5457 0.4395
H 1.2954 -1.9290 -0.3843
H 1.9593 -0.5519 -1.3878



[5]
19
Properties=species:S:1:pos:R:3 method="wB97M-V/def2-TZVPD" lumo_energy_ha=0.122 charge=-1 multiplicity=1 smiles="CC[C@](N)(S)O[P@](=O)([O-])O" e_homo_ev=-5.43 orbital_gap_ha=0.3218
S -1.5074 1.2790 0.2298
P -0.8723 -2.0015 -0.5218
O 0.1967 -0.8336 0.1294
O -0.8830 -2.8711 0.8586
O -2.2363 -1.3361 -0.7325
O -0.2100 -2.6331 -1.6818
N -0.0283 0.3612 -1.8777
C 0.0070 0.4288 -0.4049
C 1.3603 1.3389 1.6177
C 1.1784 1.3338 0.0185
H -1.2832 -2.2384 1.5536
H 1.0742 2.2395 -0.3723
H 0.3188 -0.5620 -2.1543
H -1.0233 0.3381 -2.0322
H -2.3304 0.2302 0.0514
H 2.4049 1.6050 1.7793
H 2.2334 0.9590 -0.3280
H 0.6550 2.0929 1.9260
H 0.9456 0.2696 1.9412



[6]
48
Properties=species:S:1:pos:R:3 method="wB97M-V/def2-TZVPD" lumo_energy_ha="0.082 / -0.024" charge=-1 multiplicity=2 e_homo_ev="-7.54 / -7.53" s_squared=0.7529 orbital_gap_ha="0.3591 / 0.2522"
S -0.9947 -4.6447 0.7538
O -1.9216 2.0306 3.1739
O 0.0917 -4.1227 -3.0234
O -3.5527 -1.0822 2.0258
O 0.7572 0.9211 3.5480
O 0.3241 0.3788 -0.0222
O -0.3453 2.6947 1.0275
O 2.3003 2.6977 1.9863
O 3.7222 0.2435 -3.1511
O -1.8117 -0.1766 0.1272
O -2.9143 -2.1604 -2.7192
O -3.1187 2.1388 -0.1202
O 1.2664 -0.1414 -2.6072
O 3.8842 3.0011 -0.3901
O 0.8447 3.2637 -2.8793
N -0.3619 -1.8083 -0.4592
C 0.1241 -3.3502 1.4865
C -0.5823 -0.4941 0.0019
C 0.6784 -2.4781 0.3963
H 0.1331 -3.2206 -2.6567
H -1.2078 -2.3637 -0.3003
H -1.8379 2.6520 2.4276
H 2.3084 1.7344 2.0456
H -0.3424 1.7224 0.9579
H 0.0724 1.0386 4.2319
H -2.3457 1.2347 2.8278
H 1.3996 2.8424 1.6298
H 2.9258 0.3497 -2.5767
H -2.6334 1.2704 -0.0296
H 3.3443 2.3624 -0.8518
H 1.2361 -1.5812 0.7459
H 0.1404 1.3018 2.8959
H -3.4333 -1.9552 2.3925
H 3.7342 3.3087 0.5047
H 4.4935 0.4511 -2.6069
H 0.6681 -0.0842 -3.3601
H 1.7717 3.4446 -2.6538
H -2.9973 -1.3285 -2.2248
H -3.7211 2.1309 0.6463
H 0.9462 -3.9330 1.9138
H 0.2071 -4.6343 -2.2114
H -0.4320 -2.9201 2.3287
H -2.8948 -0.6954 1.4176
H 1.4760 -2.9749 -0.1452
H 0.7912 2.3204 -3.0567
H -1.0320 3.1185 0.5052
H -2.0903 -2.4292 -2.2601
H 0.9297 -0.0741 -1.6923



The calculation returns the following electronic energy values, one per record and in order: -2022.6178, -742.3005, -3319.9156, -269.3146, -1215.1453, -1638.0709 a.u..